No. 1
{"formula": "C15H28BFN2O6PS", "method": "ωB97M-V/def2-TZVPD", "homo_lumo_gap_ha": 0.28860, "total_charge": -1, "lumo_ev": 2.4, "homo_energy_ev": -5.48, "spin_multiplicity": 1, "symbols": ["C", "C", "C", "C", "O", "C", "P", "O", "O", "O", "O", "B", "C", "C", "C", "F", "N", "C", "S", "O", "C", "C", "C", "N", "C", "C", "C", "H", "H", "H", "H", "H", "H", "H", "H", "H", "H", "H", "H", "H", "H", "H", "H", "H", "H", "H", "H", "H", "H", "H", "H", "H", "H", "H", "H"], "coordinates": [[-0.850, -1.271, 5.348], [-0.044, -1.036, 3.948], [-1.063, -0.399, 2.835], [-0.729, 1.156, 2.527], [0.378, 1.205, 1.600], [0.009, 1.541, 0.253], [0.554, 3.359, 0.126], [-0.127, 4.191, 1.253], [2.255, 3.513, 0.421], [0.136, 4.128, -1.347], [-1.321, 1.369, -0.229], [-1.576, 0.004, -0.811], [-2.037, -0.083, -2.391], [-2.336, -1.563, -2.931], [-3.741, -2.190, -2.427], [-1.294, -2.535, -2.670], [-2.701, -0.517, 0.102], [-3.463, 0.485, 0.427], [-4.370, 1.721, 1.122], [-0.225, -0.586, -0.720], [0.861, 0.392, -0.617], [1.290, 1.196, -1.939], [1.775, 0.229, -3.167], [1.893, -0.015, 0.378], [2.763, -0.884, -0.107], [4.333, -0.625, 0.251], [2.439, -2.197, -0.963], [-0.878, -0.280, 5.920], [-1.903, -1.635, 5.031], [-0.317, -2.122, 5.899], [0.266, -2.074, 3.576], [0.909, -0.416, 4.075], [-2.164, -0.442, 3.186], [-0.955, -1.071, 1.913], [-0.333, 1.583, 3.534], [-1.639, 1.791, 2.261], [2.729, 3.558, -0.445], [0.940, 4.076, -1.933], [-2.978, 0.595, -2.485], [-1.181, 0.353, -3.031], [-2.426, -1.490, -4.087], [-4.302, -1.532, -1.681], [-3.518, -3.223, -1.959], [-4.398, -2.420, -3.357], [2.157, 1.932, -1.775], [0.345, 1.735, -2.342], [2.765, -0.245, -2.825], [0.958, -0.530, -3.418], [1.955, 0.902, -4.091], [4.435, -0.815, 1.393], [4.650, 0.445, 0.008], [5.011, -1.412, -0.255], [2.036, -3.001, -0.227], [3.375, -2.663, -1.466], [1.595, -2.062, -1.741]], "forces_ev_per_a": [[0.61, -0.16, -1.46], [-1.24, -0.38, -0.04], [0.43, 0.20, 0.14], [-0.07, -0.77, 1.88], [-2.76, 1.26, -0.30], [0.51, -1.99, -1.57], [-1.79, 3.83, 3.81], [1.84, -2.57, -3.24], [-2.01, -0.30, -2.35], [2.58, -1.49, 0.98], [2.44, 1.79, 0.86], [1.94, 0.57, -0.93], [-0.09, 0.05, -0.42], [-1.59, 0.65, -0.87], [0.38, -0.72, -0.47], [-1.01, 1.40, -0.19], [-5.22, 5.42, 1.91], [2.33, -3.80, 0.50], [1.58, -2.58, -1.62], [2.06, 0.27, -0.33], [-3.39, 1.25, 2.68], [-0.07, -1.75, -1.76], [0.09, 1.07, 0.63], [3.34, -1.22, -4.77], [0.05, 0.63, 0.44], [-0.80, -1.44, 1.14], [-0.26, -0.39, -0.05], [-0.17, -1.62, -0.55], [1.68, 0.71, 0.87], [-0.85, 1.42, -0.31], [-0.32, 1.45, 0.47], [-1.42, -0.75, -0.16], [1.74, -0.12, -0.39], [-0.33, 1.43, 1.08], [-0.54, -0.52, -1.69], [1.33, -1.03, -0.12], [-0.32, -0.19, 1.07], [-1.29, 0.09, 0.48], [1.37, -1.33, -0.36], [-1.42, -0.54, 0.79], [0.47, -0.34, 1.83], [0.92, -0.96, -1.11], [-0.34, 1.75, -0.53], [0.96, 0.56, 1.59], [-1.35, -1.06, 0.16], [1.59, -0.74, 1.06], [-1.56, 0.43, -0.88], [1.32, 0.91, 0.47], [-0.17, -1.17, 1.41], [-0.02, 0.57, -1.83], [-0.62, -1.57, 0.31], [-1.08, 1.39, 0.63], [0.68, 1.43, -1.06], [-1.48, 1.00, 0.81], [1.36, -0.05, 1.39]], "nbo_charge": [-0.6276, -0.4013, -0.4421, -0.0792, -0.5534, 0.2462, 2.1748, -1.0741, -0.9474, -0.9481, -0.7445, 0.9400, -0.7289, 0.2315, -0.6637, -0.3989, -0.6632, 0.2989, -0.1298, -0.7691, 0.4782, -0.4946, -0.6299, -0.4961, 0.3770, -0.6858, -0.7344, 0.2067, 0.2065, 0.1970, 0.1901, 0.2069, 0.2009, 0.2422, 0.1734, 0.2265, 0.4694, 0.4735, 0.2217, 0.1984, 0.1414, 0.2349, 0.2245, 0.1945, 0.1890, 0.2469, 0.2046, 0.2348, 0.1986, 0.2337, 0.2304, 0.2019, 0.2432, 0.2030, 0.2707]}



No. 2
{"formula": "C2H6N3O", "method": "ωB97M-V/def2-TZVPD", "homo_lumo_gap_ha": [0.29572, 0.29577], "total_charge": 1, "lumo_ev": [-6.6, -6.6], "homo_energy_ev": [-14.61, -14.61], "spin_multiplicity": 1, "symbols": ["C", "C", "N", "N", "N", "O", "H", "H", "H", "H", "H", "H"], "coordinates": [[0.051, -0.231, 1.229], [-1.364, 0.332, -0.566], [-0.936, -0.561, 1.920], [-0.313, 0.258, 0.013], [1.699, 0.238, -1.168], [-2.173, -0.471, 1.558], [1.017, -0.140, 1.668], [-1.778, 0.428, -1.510], [-2.105, -0.254, 0.561], [1.750, -0.069, -2.123], [1.967, -0.617, -0.639], [2.185, 1.087, -0.944]], "forces_ev_per_a": [[0.80, 0.61, 0.33], [3.81, 0.15, 1.58], [-1.78, -0.60, 2.47], [-2.51, 0.43, -2.74], [-0.43, -1.93, 0.79], [0.95, -0.68, 0.08], [0.60, -0.18, -0.19], [-1.03, 0.36, -1.59], [-1.46, 0.00, 0.21], [0.15, 0.58, -0.57], [0.34, 1.39, -0.26], [0.57, -0.12, -0.11]], "nbo_charge": [0.0802, 0.2039, 0.0976, -0.1386, -1.0223, -0.3285, 0.2598, 0.2938, 0.3748, 0.3979, 0.3787, 0.4027]}



No. 3
{"formula": "C14H14Br24NO5P", "method": "ωB97M-V/def2-TZVPD", "homo_lumo_gap_ha": 0.31579, "lumo_ev": -0.3, "homo_energy_ev": -8.89, "spin_multiplicity": 1, "symbols": ["O", "C", "O", "C", "C", "C", "N", "C", "C", "O", "P", "O", "O", "H", "H", "H", "H", "H", "H", "C", "Br", "Br", "Br", "H", "C", "Br", "Br", "Br", "H", "C", "Br", "Br", "Br", "H", "C", "Br", "Br", "Br", "H", "C", "Br", "Br", "Br", "H", "C", "Br", "Br", "Br", "H", "C", "Br", "Br", "Br", "H", "C", "Br", "Br", "Br", "H"], "coordinates": [[2.470, -4.722, 0.851], [1.553, -4.695, 0.100], [0.307, -5.138, 0.541], [-0.677, -4.152, 0.518], [-0.834, -3.139, 1.556], [-1.926, -2.193, 1.466], [-2.882, -2.029, 0.519], [-2.687, -3.001, -0.433], [-1.706, -4.048, -0.518], [1.815, -4.303, -1.213], [2.587, -2.760, -1.368], [1.864, -1.518, -0.447], [4.161, -2.823, -0.810], [-0.121, -3.100, 2.403], [-2.007, -1.469, 2.319], [-3.440, -2.956, -1.292], [-1.723, -4.770, -1.362], [0.944, -1.463, -0.793], [4.117, -2.773, 0.167], [-0.297, 2.136, -2.173], [-1.321, 0.538, -1.858], [1.591, 1.818, -1.956], [-0.711, 2.926, -3.892], [-0.587, 2.857, -1.415], [5.482, 2.991, -2.265], [7.349, 3.356, -1.924], [5.057, 1.121, -1.992], [4.326, 4.153, -1.239], [5.302, 3.207, -3.311], [-2.833, -3.838, 5.394], [-1.725, -3.987, 3.805], [-2.311, -2.332, 6.488], [-4.716, -3.789, 4.952], [-2.669, -4.733, 5.986], [7.154, 3.869, -6.178], [9.021, 4.225, -5.822], [6.709, 2.008, -5.892], [5.994, 5.041, -5.167], [6.984, 4.080, -7.228], [-6.542, -2.098, -2.497], [-4.878, -3.086, -2.600], [-6.450, -0.439, -3.486], [-8.052, -3.177, -3.039], [-6.692, -1.840, -1.455], [-2.839, 6.839, -3.979], [-2.368, 7.241, -2.147], [-1.327, 7.035, -5.169], [-3.657, 5.095, -4.142], [-3.581, 7.569, -4.284], [-3.016, 1.229, 9.239], [-1.352, 0.254, 9.079], [-2.957, 2.910, 8.285], [-4.532, 0.153, 8.706], [-3.147, 1.464, 10.289], [2.355, 1.155, 2.214], [2.422, 0.412, 0.420], [3.940, 2.192, 2.640], [0.730, 2.175, 2.506], [2.332, 0.319, 2.903]], "forces_ev_per_a": [[0.25, -0.02, 0.98], [1.11, -0.43, -0.10], [0.22, 1.25, -1.37], [-3.09, 2.87, -0.14], [0.28, -0.72, -2.76], [0.52, 0.98, 0.89], [2.92, -2.82, -0.03], [-0.44, -0.62, -1.46], [0.89, 0.48, 1.49], [-1.80, 0.67, 2.48], [1.34, 0.91, -3.51], [-0.77, -5.47, -1.74], [-2.80, 0.16, 1.22], [-0.39, 0.26, -1.04], [0.19, -0.76, -0.81], [2.14, -0.03, 2.29], [-0.04, 0.71, 0.71], [0.35, 0.14, 0.21], [0.62, -0.19, -0.16], [0.17, 0.24, -0.20], [-0.03, -0.11, 0.06], [-0.85, 0.79, -1.56], [0.09, -0.17, 0.21], [0.02, -0.10, -0.09], [0.00, -0.03, 0.04], [-0.26, -0.09, -0.03], [0.21, 0.25, -0.06], [0.26, -0.13, -0.08], [0.02, -0.06, 0.13], [0.11, -0.35, 0.26], [-1.15, -0.46, 1.91], [-0.08, -0.17, -0.20], [0.28, 0.04, 0.00], [-0.09, 0.14, -0.02], [0.07, -0.04, -0.02], [-0.28, -0.06, 0.00], [0.04, 0.25, 0.05], [0.13, -0.04, -0.18], [0.01, -0.02, 0.14], [-0.16, 0.06, -0.11], [-1.69, 0.09, -1.31], [0.02, -0.27, 0.12], [0.22, 0.14, 0.05], [0.07, -0.06, -0.12], [-0.02, 0.00, -0.01], [-0.03, -0.09, -0.24], [-0.18, -0.07, 0.18], [0.02, 0.29, 0.02], [0.10, -0.09, 0.04], [-0.05, 0.02, 0.01], [-0.21, 0.11, -0.03], [0.00, -0.26, 0.10], [0.23, 0.15, 0.04], [0.03, -0.03, -0.13], [0.39, 0.35, -0.29], [1.13, 2.43, 4.33], [-0.19, -0.07, 0.01], [0.17, -0.11, -0.07], [-0.02, 0.14, -0.06]], "nbo_charge": [-0.5586, 0.9827, -0.5001, 0.3131, -0.3603, 0.0653, -0.4094, 0.0203, -0.3175, -0.7726, 1.5353, -1.0096, -0.9512, 0.2581, 0.2080, 0.1819, 0.2407, 0.5237, 0.4995, -0.5004, 0.0746, 0.1066, 0.0826, 0.2266, -0.4992, 0.0903, 0.0895, 0.0916, 0.2260, -0.4999, 0.1015, 0.0862, 0.0809, 0.2228, -0.4940, 0.0968, 0.0948, 0.0899, 0.2267, -0.4884, 0.1224, 0.0989, 0.0952, 0.2293, -0.4943, 0.0887, 0.0902, 0.0935, 0.2248, -0.4945, 0.0885, 0.0931, 0.0955, 0.2251, -0.4990, 0.1580, 0.0609, 0.0550, 0.2138]}



No. 4
{"formula": "C25H35BF2HgN9SSi", "method": "ωB97M-V/def2-TZVPD", "homo_lumo_gap_ha": [0.13779, 0.22107], "total_charge": -2, "lumo_ev": [4.3, 4.3], "homo_energy_ev": [0.59, -1.68], "spin_multiplicity": 2, "symbols": ["Hg", "N", "C", "S", "N", "N", "C", "C", "C", "C", "C", "C", "N", "H", "H", "H", "H", "H", "H", "H", "N", "C", "C", "C", "N", "H", "H", "H", "H", "H", "H", "H", "H", "H", "H", "N", "C", "C", "C", "C", "C", "N", "C", "H", "H", "H", "H", "F", "B", "F", "C", "Si", "C", "C", "N", "C", "C", "C", "C", "C", "C", "H", "H", "H", "H", "H", "H", "H", "H", "H", "H", "H", "H", "H", "H"], "coordinates": [[0.947, -1.080, 0.153], [2.931, -5.366, -1.377], [2.301, -4.373, -0.585], [2.578, -2.744, -1.176], [1.665, -4.806, 0.436], [0.890, -3.932, 1.175], [0.777, -4.341, 2.428], [-0.112, -3.819, 3.390], [-0.037, -4.298, 4.735], [-0.908, -3.855, 5.684], [-1.895, -2.906, 5.319], [-1.889, -2.470, 4.005], [-1.061, -2.876, 3.051], [3.757, -5.003, -1.830], [3.120, -6.189, -0.820], [1.399, -5.177, 2.755], [0.738, -5.015, 4.985], [-0.838, -4.215, 6.706], [-2.610, -2.518, 6.033], [-2.616, -1.722, 3.696], [-1.169, -2.173, -0.121], [-2.337, -1.723, -0.885], [-3.512, -1.333, 0.013], [-3.380, 0.071, 0.605], [-2.111, 0.247, 1.295], [-0.896, -3.126, -0.332], [-1.353, -2.190, 0.892], [-2.644, -2.519, -1.571], [-2.067, -0.862, -1.507], [-3.586, -2.070, 0.818], [-4.443, -1.369, -0.564], [-4.189, 0.217, 1.327], [-3.534, 0.802, -0.201], [-2.143, 1.005, 1.961], [-1.354, 0.472, 0.655], [1.213, 3.145, -5.465], [1.056, 2.135, -4.936], [0.854, 0.838, -4.352], [0.864, -0.289, -5.173], [0.628, -1.522, -4.602], [0.401, -1.586, -3.233], [0.412, -0.513, -2.445], [0.635, 0.682, -2.982], [1.059, -0.184, -6.233], [0.631, -2.426, -5.194], [0.215, -2.532, -2.742], [0.625, 1.522, -2.280], [2.968, -0.054, 2.242], [1.683, -0.023, 1.882], [0.899, 0.607, 2.758], [-2.025, 2.694, -2.025], [-0.900, 3.538, -0.752], [-0.433, 5.209, -1.533], [-2.032, 4.023, 0.699], [0.406, 2.519, -0.476], [1.631, 2.899, -0.042], [1.887, 4.075, 0.715], [3.164, 4.453, 1.087], [4.272, 3.688, 0.737], [4.056, 2.519, 0.015], [2.783, 2.125, -0.353], [-3.073, 2.982, -1.911], [-1.956, 1.609, -1.928], [-1.717, 2.952, -3.043], [-1.281, 5.663, -2.055], [0.375, 5.068, -2.255], [-0.077, 5.922, -0.784], [-2.697, 4.844, 0.414], [-1.447, 4.342, 1.566], [-2.654, 3.184, 1.016], [1.040, 4.685, 1.011], [3.301, 5.362, 1.665], [5.273, 3.993, 1.020], [4.899, 1.894, -0.262], [2.652, 1.211, -0.922]], "forces_ev_per_a": [[0.36, -0.49, 0.44], [0.00, -0.02, -0.08], [0.04, 0.10, 0.06], [-0.21, 0.08, -0.09], [0.05, -0.15, -0.01], [-0.04, 0.11, -0.09], [-0.09, 0.01, -0.02], [0.04, -0.03, 0.00], [-0.01, 0.00, -0.02], [-0.01, 0.01, 0.04], [0.00, -0.02, 0.07], [0.01, 0.05, -0.09], [-0.04, 0.07, -0.17], [0.03, -0.01, 0.05], [0.00, 0.01, 0.01], [0.01, 0.00, -0.04], [0.01, -0.02, 0.00], [0.00, -0.03, 0.00], [0.00, 0.03, -0.01], [-0.01, 0.06, -0.05], [0.03, -0.10, 0.24], [-0.06, 0.05, 0.01], [0.02, 0.04, 0.02], [0.02, -0.04, 0.00], [-0.01, -0.03, 0.02], [0.08, -0.01, 0.01], [0.09, -0.01, -0.07], [-0.02, 0.02, 0.00], [0.04, -0.02, -0.03], [-0.04, 0.02, 0.02], [0.01, -0.04, -0.02], [0.02, 0.02, -0.01], [-0.04, 0.06, -0.05], [0.00, 0.04, 0.03], [-0.01, 0.02, 0.03], [-0.02, -0.08, 0.05], [0.05, 0.08, -0.03], [0.00, -0.12, -0.05], [0.02, 0.09, 0.03], [-0.04, -0.03, 0.00], [-0.05, 0.08, 0.02], [0.00, -0.04, -0.06], [0.00, 0.09, -0.05], [-0.03, -0.01, 0.00], [0.00, -0.01, 0.01], [0.06, -0.02, 0.01], [0.01, 0.02, 0.05], [-0.01, -0.04, -0.02], [-0.13, 0.11, -0.09], [-0.01, 0.06, -0.04], [-0.01, 0.00, 0.03], [-0.07, 0.15, -0.18], [0.10, -0.02, 0.05], [0.07, -0.10, 0.06], [-0.08, 0.04, -0.02], [-0.01, 0.02, -0.06], [-0.01, -0.04, 0.03], [0.02, 0.01, 0.00], [0.02, 0.03, -0.01], [0.02, -0.02, 0.03], [-0.01, 0.08, -0.05], [-0.02, 0.02, -0.01], [-0.04, -0.07, 0.04], [0.03, 0.00, -0.01], [-0.05, -0.02, 0.01], [-0.01, 0.00, -0.03], [-0.01, 0.02, 0.00], [0.00, 0.01, -0.03], [0.01, 0.02, 0.00], [-0.03, -0.07, 0.03], [0.01, 0.02, 0.02], [-0.01, 0.01, 0.00], [0.00, -0.02, 0.03], [-0.01, -0.02, 0.00], [-0.03, -0.01, 0.03]], "lowdin_spin": [0.0040, 0.0211, 0.0600, 0.0166, -0.0051, 0.2496, 0.1010, 0.1307, 0.0404, 0.0646, 0.1307, 0.0114, 0.1443, 0.0030, 0.0018, 0.0068, -0.0003, 0.0022, 0.0119, -0.0028, 0.0009, 0.0000, 0.0001, 0.0000, 0.0001, 0.0005, -0.0001, 0.0001, 0.0001, 0.0001, 0.0000, 0.0000, 0.0000, 0.0000, 0.0001, 0.0002, 0.0001, 0.0004, 0.0000, 0.0006, 0.0008, 0.0016, 0.0003, 0.0000, 0.0001, 0.0002, 0.0000, 0.0000, 0.0011, 0.0001, 0.0000, 0.0000, 0.0000, 0.0000, 0.0002, 0.0001, 0.0000, 0.0000, 0.0000, 0.0000, 0.0001, 0.0000, 0.0000, 0.0000, 0.0000, 0.0000, 0.0000, 0.0000, 0.0000, 0.0000, 0.0000, 0.0000, 0.0000, 0.0000, 0.0001]}



No. 5
{"formula": "C3H3FO", "method": "ωB97M-V/def2-TZVPD", "homo_lumo_gap_ha": 0.38495, "smiles": "C=C(F)C=O", "lumo_ev": 0.4, "homo_energy_ev": -10.06, "spin_multiplicity": 1, "symbols": ["C", "C", "F", "C", "O", "H", "H", "H"], "coordinates": [[-1.188, -0.268, 0.478], [-0.161, -0.543, -0.260], [0.098, -1.691, -0.772], [1.286, 0.621, -0.291], [0.992, 1.749, -0.049], [-2.086, -0.767, 0.579], [-1.196, 0.805, 0.672], [2.255, 0.096, -0.356]], "forces_ev_per_a": [[0.29, 3.02, -0.34], [3.80, 2.72, 0.47], [0.64, -2.29, -1.22], [-4.50, -1.69, 0.92], [1.24, -0.64, -0.45], [-1.36, -1.40, 0.28], [-0.14, -0.18, 0.60], [0.03, 0.46, -0.27]], "nbo_charge": [-0.5345, 0.3312, -0.3195, 0.4085, -0.4819, 0.2184, 0.2281, 0.1497]}